No. 1
86
Properties=species:S:1:pos:R:3:forces:R:3 method="wB97M-V/def2-TZVPD" lumo_ev="1.62 / 1.25" spin_multiplicity=3 total_charge=-1 homo_energy_ev="-4.140 / -4.489" gap_ev="5.76 / 5.74" relative_energy_kj_mol=0.0 e_tot_ha=-5360.24872
W 0.85905 -0.31736 0.17499 -0.40 -0.86 -1.65
C -0.67045 4.80759 2.82108 -0.02 0.06 0.00
C 0.21627 4.84803 1.58688 0.09 -0.02 -0.08
N 1.37958 3.98007 1.68167 -0.09 -0.17 -0.09
C 1.43113 2.70496 1.20904 0.32 0.21 0.66
S 0.16656 2.11223 0.23150 -0.26 -0.04 -0.09
N 2.48357 2.02146 1.62307 -0.21 -0.19 -0.25
N 2.51532 0.74572 1.15321 -0.30 0.24 0.50
C 3.49601 -0.00199 1.55127 0.26 -0.34 -0.19
C 4.40453 0.37255 2.66916 0.04 0.11 -0.04
C 3.69826 -1.23543 0.76351 -0.13 0.61 0.30
C 4.77728 -2.09290 0.90451 -0.05 -0.21 -0.26
C 4.93427 -3.09971 -0.04054 0.03 0.13 0.17
C 4.04116 -3.20027 -1.09413 -0.15 0.03 -0.13
C 2.96263 -2.32878 -1.14835 0.32 -0.12 0.25
N 2.79849 -1.40026 -0.21466 0.00 0.00 0.19
H -1.51005 5.49617 2.70018 0.01 -0.01 -0.01
H -0.11944 5.09117 3.71897 0.01 -0.02 -0.01
H -1.05596 3.80334 2.98522 -0.01 -0.02 -0.01
H 0.57174 5.86356 1.39361 -0.02 0.01 0.05
H -0.35276 4.54543 0.70959 0.04 0.01 -0.03
H 1.97625 4.10105 2.48730 0.04 0.09 -0.04
H 4.49744 1.45247 2.73491 -0.01 0.00 -0.01
H 5.39237 -0.07276 2.56942 -0.02 0.00 -0.01
H 3.95042 0.01917 3.60041 0.01 0.02 0.01
H 5.46873 -1.97652 1.72412 0.01 -0.01 -0.02
H 5.76159 -3.79234 0.04499 0.00 -0.01 -0.02
H 4.14964 -3.95225 -1.86235 0.03 -0.02 0.02
H 2.20506 -2.37527 -1.91511 -0.02 -0.01 -0.01
S 1.97491 0.67801 -1.79777 0.35 -0.60 -0.06
C 0.58938 0.89796 -2.81733 -0.24 0.51 0.06
N 0.79541 1.56960 -3.96730 -0.17 -0.05 0.05
N -0.32927 1.73740 -4.67989 0.26 -0.04 -0.11
C -0.27375 2.19873 -5.97882 -0.08 0.02 0.05
C 0.92783 2.60495 -6.56390 0.00 0.01 -0.04
C 0.92865 3.07943 -7.86547 0.04 0.01 0.00
C -0.24205 3.15796 -8.60885 -0.01 -0.03 0.05
C -1.43343 2.74873 -8.02102 -0.04 0.00 -0.02
C -1.45632 2.27563 -6.72181 0.01 0.00 -0.01
N -0.60126 0.45469 -2.50261 0.06 0.00 0.07
N -0.75349 -0.21114 -1.34165 0.06 0.09 0.11
C -1.83748 -1.13660 -1.46240 0.16 0.22 -0.01
C -2.22599 -1.57867 -2.73467 -0.05 -0.04 0.02
C -3.29108 -2.44992 -2.89935 0.03 0.01 -0.03
C -3.99264 -2.93457 -1.80653 0.02 -0.01 0.01
C -3.59438 -2.52864 -0.54180 0.02 0.02 0.02
C -2.54186 -1.64288 -0.36764 -0.03 -0.05 0.01
H -1.17727 1.33053 -4.30073 -0.06 0.03 0.01
H 1.83879 2.53923 -5.98796 0.00 0.00 0.01
H 1.86821 3.39152 -8.30584 -0.01 0.00 -0.01
H -0.22755 3.52643 -9.62586 0.00 0.01 0.00
H -2.36045 2.79706 -8.57949 0.01 0.00 -0.01
H -2.38935 1.95875 -6.27012 0.00 0.00 0.00
H -1.67313 -1.24981 -3.60007 0.02 0.03 -0.01
H -3.55523 -2.76644 -3.90194 -0.01 -0.01 0.01
H -4.81219 -3.62995 -1.93483 -0.01 0.01 0.00
H -4.10508 -2.90513 0.33754 -0.01 -0.01 -0.01
H -2.26326 -1.35107 0.62769 0.03 0.00 0.01
Cl -0.64177 -5.75637 4.04671 0.02 0.03 -0.07
C -0.30112 -4.77002 2.66415 -0.01 -0.02 0.06
C -0.63337 -5.20748 1.38817 -0.03 -0.09 0.02
Cl -1.36676 -6.75966 1.15784 0.03 0.07 0.01
C -0.38901 -4.39148 0.27888 0.01 0.04 -0.08
Cl -0.78299 -4.87401 -1.33068 -0.03 0.00 0.06
C 0.18228 -3.14474 0.46718 -0.03 0.04 -0.05
O 0.39475 -2.24520 -0.47386 -0.40 0.17 0.05
C 0.57943 -2.73486 1.74087 0.17 0.23 0.10
O 1.17679 -1.54363 1.77666 0.08 0.03 0.21
C 0.31147 -3.52223 2.84367 0.12 -0.07 0.07
Cl 0.74575 -2.92171 4.39983 -0.01 0.00 0.01
O -0.88915 -0.15374 1.43698 0.49 0.08 0.13
C -0.75849 0.27861 2.63268 -0.25 -0.09 -0.01
N 0.33891 0.71932 3.18048 -0.14 -0.09 -0.06
S 0.09419 1.17260 4.72238 0.02 0.03 0.10
O 0.79367 0.31070 5.63436 0.03 0.05 -0.01
O 0.29066 2.59311 4.86273 0.02 -0.07 0.04
C -1.64232 0.80282 4.75316 -0.14 0.06 0.06
C -2.57882 0.96562 5.75253 -0.01 -0.05 -0.05
C -3.88982 0.60669 5.45589 -0.03 -0.01 0.01
C -4.23535 0.11263 4.20031 0.04 0.02 0.00
C -3.27726 -0.03756 3.20362 -0.04 -0.03 0.03
C -1.97588 0.31305 3.50704 0.18 0.05 -0.02
H -2.30743 1.35526 6.72439 0.01 0.00 0.00
H -4.65645 0.71622 6.21260 0.00 0.00 0.00
H -5.26462 -0.15382 3.99798 0.00 0.00 0.00
H -3.53269 -0.41105 2.22039 -0.01 0.01 0.00

---

No. 2
32
Properties=species:S:1:pos:R:3:forces:R:3 method="wB97M-V/def2-TZVPD" smiles="CCCC(=O)OC1CCN(C)CC1" lumo_ev=0.90 homo_energy_ev=-8.373 gap_ev=9.27 relative_energy_kj_mol=0.0 e_tot_ha=-597.64294
C 4.07683 1.43400 0.35409 1.44 -0.03 -0.07
C 3.96493 0.15655 -0.53252 -2.83 0.91 -0.39
C 2.96043 -0.94455 -0.03862 1.13 0.54 -0.52
C 1.54980 -0.40952 -0.09212 -0.04 0.74 -1.49
O 1.22871 0.61000 -0.71742 0.17 -2.08 1.53
O 0.74725 -1.28850 0.53076 -1.31 1.25 -0.20
C -0.71284 -0.97564 0.56278 0.27 -0.69 0.98
C -1.03746 0.37336 1.18141 0.21 0.58 -1.49
C -2.53828 0.55968 1.27531 -0.99 1.01 -1.03
N -3.22706 0.40321 -0.01578 -0.13 -0.71 -0.30
C -3.07312 1.52762 -0.91428 0.07 0.79 0.41
C -2.86803 -0.85550 -0.65930 -0.49 -0.98 1.34
C -1.36095 -1.11754 -0.79879 -0.41 1.11 0.35
H 3.26098 2.19382 0.08935 1.29 -1.14 0.60
H 4.00994 1.09825 1.46381 0.38 1.06 -1.69
H 5.17414 1.85857 0.03891 -2.77 -0.56 1.33
H 3.50106 0.53764 -1.47945 0.72 -0.56 0.44
H 4.91798 -0.23842 -0.74102 1.10 -0.66 -0.15
H 3.16693 -1.25558 0.99418 0.03 -0.06 -0.25
H 3.01598 -1.86131 -0.69968 -0.12 0.95 0.73
H -1.08316 -1.72229 1.30258 0.18 0.05 -0.79
H -0.57786 1.13737 0.51821 -0.37 -0.20 0.73
H -0.68801 0.45647 2.17677 0.93 0.06 0.98
H -2.80732 1.59076 1.60425 0.44 -0.71 0.10
H -2.98899 -0.13241 1.98654 0.03 -0.19 0.05
H -3.76627 1.51756 -1.78198 0.19 -0.27 0.67
H -3.30290 2.41476 -0.28157 0.28 -0.23 -0.83
H -2.05131 1.59482 -1.32926 -0.15 0.31 0.11
H -3.21866 -1.67498 0.03707 -0.09 0.62 -0.79
H -3.41617 -0.93070 -1.60741 0.28 -0.10 0.19
H -0.92424 -0.40660 -1.47394 0.34 0.53 -0.30
H -1.20826 -2.06298 -1.24146 0.22 -1.33 -0.28

---

No. 3
30
Properties=species:S:1:pos:R:3:forces:R:3 method="wB97M-V/def2-TZVPD" smiles=O.O.O.O.O.O.O.O.O.O lumo_ev=-0.30 homo_energy_ev=-8.738 gap_ev=8.44 relative_energy_kj_mol=614.9 e_tot_ha=-764.24773
O -0.02494 0.00090 -0.94648 -4.22 -4.63 4.20
H -0.57069 0.51511 -1.55206 -0.11 -0.61 0.59
H -0.12156 0.45409 -0.10134 -0.14 -0.38 -0.04
O 4.51739 -2.03927 -1.75072 -0.09 -0.08 0.11
H 3.64150 -2.44108 -1.76929 0.06 0.04 -0.02
H 4.92381 -2.39949 -0.95444 0.00 0.05 -0.09
O -3.46703 0.52840 0.26580 0.07 -0.04 -0.32
H -3.60984 0.97914 -0.57410 -0.05 -0.16 0.07
H -3.01762 1.18436 0.81053 -0.31 0.05 0.17
O 1.20665 -3.40313 2.19214 -0.09 0.08 -0.06
H 1.44106 -2.47475 2.30234 -0.02 -0.08 -0.03
H 0.24798 -3.39278 2.09301 0.43 -0.11 0.24
O -2.57073 2.43055 2.13264 0.42 0.12 0.11
H -2.72489 3.07904 2.82884 -0.13 -0.05 -0.08
H -1.62072 2.27144 2.16654 -0.18 0.11 0.18
O -1.72769 -3.23154 -1.06885 0.12 -0.38 -0.05
H -1.68227 -2.87191 -0.17577 0.00 0.42 -0.50
H -0.86973 -3.01689 -1.45201 -0.13 0.12 0.03
O 1.60980 4.40462 -3.17196 0.03 -0.16 0.08
H 1.17894 3.71908 -3.69482 -0.02 0.04 0.02
H 2.20055 3.91692 -2.58703 0.03 0.16 -0.11
O 0.89430 1.20625 -2.03386 4.27 5.15 -4.51
H 1.36770 1.99030 -1.73362 0.16 0.29 -0.24
H 1.52710 0.75381 -2.60294 0.11 -0.02 -0.07
O -1.66547 -1.97620 1.56390 0.17 -0.25 0.07
H -1.22533 -2.83135 1.50074 -0.27 0.09 0.17
H -2.59810 -2.18237 1.43477 -0.19 0.26 0.10
O 1.16526 1.91334 2.28607 -0.23 -0.07 -0.04
H 1.28009 1.05787 2.71499 0.04 0.05 0.01
H 0.29448 1.85554 1.87693 0.27 -0.02 -0.04

---

No. 4
13
Properties=species:S:1:pos:R:3:forces:R:3 method="wB97M-V/def2-TZVPD" smiles="O=C[N+]1=CC=CC1" lumo_ev=-6.14 total_charge=+1 homo_energy_ev=-15.768 gap_ev=9.63 relative_energy_kj_mol=183.9 e_tot_ha=-323.79995
O -1.45893 -1.37475 -1.77727 -0.91 -1.71 -0.55
C -0.76946 -0.43042 -1.81354 -0.59 1.89 -2.64
N -0.24567 -0.00370 -0.59406 1.07 0.01 0.57
C 0.49218 1.06399 -0.36800 -0.91 -1.71 -0.76
C 0.95945 1.03838 0.92250 1.73 0.58 2.74
C 0.47665 -0.07079 1.54032 -0.73 1.80 -3.17
C -0.36890 -0.78881 0.59794 2.08 0.55 0.53
H -0.61492 0.23451 -2.80043 0.15 -1.14 2.25
H 0.59245 1.63592 -1.22829 0.72 1.79 -0.96
H 1.66672 1.67762 1.45910 -0.42 0.20 -0.78
H 0.69695 -0.33771 2.48579 0.51 -1.03 3.04
H -0.08608 -1.80810 0.68561 0.57 -1.31 -1.24
H -1.34044 -0.83613 0.89031 -3.27 0.09 0.97

---

No. 5
14
Properties=species:S:1:pos:R:3:forces:R:3 method="wB97M-V/def2-TZVPD" lumo_ev=0.45 homo_energy_ev=-8.897 gap_ev=9.35 relative_energy_kj_mol=505.1 e_tot_ha=-324.53207
C 0.71326 -1.56787 -0.74762 0.06 -0.08 0.00
C 0.25386 -0.26775 -0.17635 -0.03 -0.28 -0.29
N 1.22792 0.56759 0.57852 0.34 0.20 -0.17
C 0.05357 0.14989 1.21706 0.25 0.11 -0.10
C -1.44496 1.17016 0.39997 0.73 0.00 0.23
C -0.84509 0.56989 -0.78516 0.03 -0.03 -0.09
O -1.07043 0.75218 -1.96349 0.00 0.04 0.48
H -0.12391 -2.26820 -0.82853 0.12 0.09 0.01
H 1.50013 -2.00565 -0.12929 -0.09 0.02 -0.08
H 1.10558 -1.38900 -1.75312 -0.03 -0.08 0.12
H 1.22167 1.55169 0.33525 0.12 -0.10 -0.11
H 0.05717 -0.45233 2.13557 -0.21 0.48 -0.24
H -1.40850 2.25057 0.52755 0.02 -0.11 0.17
H -1.25504 0.64146 1.39699 -1.32 -0.27 0.08

---

No. 6
14
Properties=species:S:1:pos:R:3:forces:R:3 method="wB97M-V/def2-TZVPD" lumo_ev="-1.57 / -0.57" homo_energy_ev="-7.169 / -8.745" gap_ev="5.60 / 8.17" relative_energy_kj_mol=464.2 e_tot_ha=-1007.55744
C -2.67938 -0.44934 0.79876 1.59 -1.66 0.52
C -1.41959 -0.75619 0.16262 -1.69 1.81 -0.02
C 2.66997 1.03453 -0.47609 -1.41 -1.50 2.45
C -0.28456 -1.47992 0.36558 -1.56 -0.47 3.88
N -1.59526 0.20845 -0.85898 0.70 -0.21 -1.41
S -3.07565 0.85677 -0.23477 0.79 -0.52 0.10
S 1.32857 1.08719 0.75088 -0.37 0.13 0.18
H -3.14334 -1.08291 1.53369 -0.67 0.47 0.07
H 2.33376 1.42052 -1.35523 -1.26 -0.06 -3.04
H 2.94727 -0.02566 -0.38813 0.95 0.81 -0.71
H 3.29094 1.83805 -0.22294 2.00 0.41 1.17
H -0.09468 -1.98910 1.36386 -0.52 0.52 -1.58
H 0.50732 -1.40916 -0.26182 2.11 0.01 -2.07
H -0.78537 0.74676 -1.17745 -0.66 0.24 0.46